Density functional theory data (ωB97M-V/def2-TZVPD) for C24H29CuNO3PTe2 as an isolated structure.

XYZ file:
```
61
Properties=species:S:1:pos:R:3
Cu -2.170 -1.052 -0.568
O -4.275 -2.983 2.274
C -3.653 -2.550 1.301
O -3.538 -1.342 0.932
C -2.899 -3.580 0.446
C -2.938 -4.928 0.767
C -2.189 -5.814 0.013
C -1.422 -5.325 -1.035
C -1.448 -3.966 -1.294
N -2.180 -3.118 -0.578
H -3.539 -5.233 1.611
H -2.191 -6.872 0.244
H -0.807 -5.978 -1.639
H -0.854 -3.530 -2.088
C -1.131 0.326 2.411
P -0.590 -1.325 2.874
C 1.029 -1.090 3.645
C -1.697 -1.826 4.208
O -0.545 -2.313 1.760
H -1.079 1.008 3.262
H -2.157 0.257 2.049
H -0.493 0.692 1.603
H 0.984 -0.369 4.463
H 1.715 -0.735 2.874
H 1.390 -2.048 4.019
H -1.722 -1.075 5.000
H -1.352 -2.776 4.617
H -2.699 -1.964 3.797
C 5.114 3.193 -3.860
C 4.248 2.257 -3.060
C 3.648 2.664 -1.878
C 2.854 1.806 -1.121
C 2.220 2.337 0.134
C 2.644 0.489 -1.556
Te 1.427 -0.837 -0.421
C 3.238 0.069 -2.757
C 3.028 -1.319 -3.300
C 4.027 0.953 -3.483
H 5.053 4.211 -3.475
H 4.813 3.209 -4.909
H 6.163 2.886 -3.827
H 3.796 3.683 -1.533
H 2.517 3.373 0.307
H 2.500 1.736 1.001
H 1.132 2.293 0.062
H 1.967 -1.513 -3.467
H 3.371 -2.077 -2.594
H 3.565 -1.448 -4.241
H 4.477 0.614 -4.412
Te -1.129 0.838 -1.739
C -1.954 2.421 -0.599
C -3.056 2.216 0.232
C -3.575 3.259 0.985
C -3.005 4.524 0.923
C -1.911 4.738 0.097
C -1.390 3.696 -0.658
H -3.502 1.230 0.295
H -4.428 3.078 1.628
H -3.411 5.336 1.514
H -1.458 5.721 0.039
H -0.534 3.872 -1.298
```

Properties
- Total charge: -1
- Gap between HOMO and LUMO (spin up / spin down): 6.02 / 6.14 eV
- 2S+1: 2
- Total energy: -3730.46778 a.u.
- ⟨S²⟩: 0.76
- E_HOMO (spin up / spin down): -0.1270 / -0.1601 Ha
- Molecular weight: 729.22 g/mol

Here is what Mulliken gives for the atomic charges, in e: -0.2665, -0.7627, 0.2767, -0.5440, 1.0040, -0.6957, -0.2549, -0.6720, -0.1636, -0.1771, 0.4752, 0.3967, 0.3931, 0.4455, -0.2925, 1.0318, -1.0902, -1.2656, -0.5996, 0.4859, 0.1187, -0.2615, 0.3476, 0.1836, 0.3451, 0.3490, 0.3523, 0.3124, -1.4455, 0.6457, -1.1561, 1.0265, -1.2608, -0.1254, 0.3031, 1.1659, -1.6590, -1.0146, 0.3426, 0.3417, 0.2986, 0.2083, 0.3596, 0.3085, 0.0416, 0.2952, 0.3419, 0.3547, 0.2757, 0.2989, 0.0009, -0.4593, -0.5946, -0.4180, -0.5762, -0.2967, 0.4389, 0.3876, 0.3556, 0.3525, 0.3907

---

Density functional theory data (ωB97M-V/def2-TZVPD) for C23H44F24Li2O18P4 as an isolated structure.

XYZ file:
```
115
Properties=species:S:1:pos:R:3
Li -7.198 -25.460 -2.550
Li -7.529 -20.641 -5.308
P -6.351 -24.455 0.263
F -5.428 -25.227 1.307
F -7.670 -25.068 0.963
F -6.399 -23.157 1.191
F -7.311 -23.724 -0.841
F -5.063 -23.887 -0.481
F -6.284 -25.737 -0.768
P -7.633 -19.671 -7.997
F -9.022 -18.971 -8.362
F -6.790 -18.446 -8.586
F -7.605 -18.960 -6.493
F -6.232 -20.385 -7.552
F -8.439 -20.888 -7.265
F -7.615 -20.453 -9.381
P -6.438 -28.674 -3.753
F -7.438 -28.078 -4.869
F -7.679 -28.885 -2.729
F -6.685 -30.183 -4.338
F -5.422 -29.261 -2.650
F -5.202 -28.476 -4.764
F -6.231 -27.178 -3.152
P -6.730 -23.661 -4.794
F -6.008 -24.139 -6.098
F -6.118 -22.157 -4.901
F -7.984 -23.219 -5.719
F -7.589 -23.207 -3.472
F -7.487 -25.110 -4.570
F -5.550 -24.135 -3.825
C -10.562 -26.401 -7.844
C -10.471 -25.284 -6.781
O -11.857 -24.984 -6.591
C -12.567 -25.378 -7.679
O -13.711 -25.120 -7.875
O -11.788 -26.105 -8.516
H -10.618 -27.382 -7.366
H -9.735 -26.435 -8.548
H -9.908 -24.420 -7.114
H -10.073 -25.796 -5.910
C -0.699 -29.242 -9.444
C -1.653 -28.577 -8.458
O -2.362 -27.542 -9.191
C -3.124 -26.690 -8.519
O -3.813 -25.878 -9.062
O -3.005 -26.854 -7.204
C -3.933 -26.146 -6.385
H -0.106 -28.472 -9.932
H -1.279 -29.820 -10.165
H -0.049 -29.933 -8.907
H -1.094 -28.048 -7.683
H -2.328 -29.289 -7.984
H -3.655 -26.367 -5.353
H -4.948 -26.501 -6.517
H -3.818 -25.065 -6.426
C -10.820 -18.149 -5.582
C -10.064 -18.240 -4.283
O -10.528 -19.267 -3.426
C -9.994 -20.471 -3.608
O -9.300 -20.801 -4.538
O -10.393 -21.253 -2.633
C -10.098 -22.634 -2.745
H -11.860 -17.856 -5.434
H -10.851 -19.124 -6.076
H -10.263 -17.538 -6.290
H -10.112 -17.295 -3.737
H -8.999 -18.363 -4.473
H -9.471 -22.930 -1.907
H -9.603 -22.881 -3.681
H -11.030 -23.201 -2.702
C -3.207 -21.357 -2.851
C -4.547 -20.846 -2.351
O -4.609 -19.419 -2.562
C -5.593 -18.917 -3.271
O -6.489 -19.497 -3.824
O -5.416 -17.594 -3.309
C -6.384 -16.824 -3.982
H -3.054 -21.189 -3.917
H -3.163 -22.443 -2.751
H -2.399 -20.964 -2.230
H -4.722 -21.013 -1.299
H -5.310 -21.396 -2.897
H -6.417 -17.097 -5.038
H -6.141 -15.770 -3.878
H -7.363 -16.962 -3.528
C -3.329 -22.114 -6.337
C -2.157 -22.765 -7.009
O -1.263 -23.234 -5.988
C -0.286 -24.015 -6.388
O -0.037 -24.342 -7.519
O 0.421 -24.382 -5.312
C 1.537 -25.203 -5.593
H -3.586 -22.693 -5.442
H -4.244 -22.059 -6.919
H -3.105 -21.122 -5.934
H -1.658 -22.103 -7.718
H -2.506 -23.625 -7.587
H 2.239 -24.728 -6.283
H 1.290 -26.176 -6.023
H 2.045 -25.370 -4.645
C -9.057 -27.479 -11.619
C -8.859 -26.129 -12.311
O -8.993 -25.047 -11.415
C -7.957 -24.845 -10.564
O -6.968 -25.517 -10.556
O -8.250 -23.800 -9.817
C -7.383 -23.502 -8.687
H -9.682 -27.400 -10.733
H -8.081 -27.855 -11.310
H -9.484 -28.206 -12.313
H -9.666 -25.980 -13.029
H -7.921 -26.151 -12.866
H -8.003 -23.072 -7.919
H -6.673 -22.781 -9.080
H -6.868 -24.396 -8.346
```

Properties
- Total charge: -2
- Gap between HOMO and LUMO: 10.17 eV
- Total energy: -6035.74858 a.u.
- E_HOMO: -0.2476 Ha
- Molecular weight: 1202.32 g/mol

Mulliken atomic charge list, values in e, 99 entries: 0.9712, 0.8466, 1.3294, -0.3901, -0.3697, -0.3880, -0.4350, -0.3069, -0.5469, 1.5661, -0.4153, -0.4204, -0.5180, -0.2711, -0.4542, -0.3758, 1.3516, -0.3399, -0.3800, -0.3848, -0.3882, -0.3092, -0.4934, 1.9535, -0.4824, -0.3536, -0.4711, -0.3321, -0.5250, -0.1946, -0.1858, 0.6610, -0.3676, 0.5972, -0.5809, -0.3333, 0.2459, 0.0870, -0.2699, 0.1133, -1.2967, 0.0009, -0.3268, 0.8141, -0.5558, -0.5117, -0.2367, 0.3016, 0.3246, 0.3953, 0.1608, 0.3343, 0.2181, 0.4818, -0.0893, -1.2255, 0.6395, -0.4413, 0.5613, -0.2563, -0.4183, 0.0360, 0.3694, 0.2197, 0.3448, 0.4190, -0.4947, 0.1278, -0.2226, 0.3641, -0.9519, 0.6219, -0.3824, 0.5265, -0.4982, -0.4308, -0.4588, -0.0162, 0.3087, 0.4391, 0.2686, -0.3904, 0.2079, 0.2900, 0.1691, -1.0067, -0.5812, -0.2109, 0.8387, -0.6093, -0.3293, -0.6286, -0.0598, 0.2605, 0.8376, 0.4055, 0.1903, 0.2959, 0.2270

---

Density functional theory data (ωB97M-V/def2-TZVPD) for C9H24F2O3Zn as an isolated structure.

XYZ file:
```
39
Properties=species:S:1:pos:R:3
Zn -17.254 7.089 19.476
F -17.011 7.235 17.528
F -16.835 8.462 20.800
C -19.907 9.901 19.082
C -19.973 8.697 19.998
C -21.425 8.178 20.348
O -19.311 7.623 19.312
H -20.327 9.725 18.092
H -18.832 10.011 18.941
H -20.399 10.800 19.453
H -19.410 8.964 20.892
H -21.881 8.741 21.163
H -21.415 7.171 20.764
H -22.116 8.213 19.506
H -19.733 7.673 18.451
C -13.566 5.548 18.276
C -14.819 5.285 19.084
C -14.440 4.201 20.090
O -15.277 6.439 19.767
H -13.729 6.289 17.493
H -13.195 4.665 17.756
H -12.779 5.977 18.897
H -15.584 4.883 18.419
H -13.797 4.674 20.832
H -13.916 3.296 19.784
H -15.289 3.859 20.682
H -14.664 6.717 20.452
C -18.551 3.420 21.071
C -18.661 4.896 20.979
C -18.196 5.572 22.259
O -17.981 5.179 19.796
H -19.200 3.000 20.303
H -18.850 3.065 22.057
H -17.525 3.095 20.900
H -19.693 5.175 20.763
H -18.740 5.035 23.035
H -18.551 6.598 22.358
H -17.150 5.400 22.514
H -18.158 4.439 19.210
```

Properties
- Total charge: 0
- Gap between HOMO and LUMO: 10.43 eV
- Total energy: -2562.12241 a.u.
- E_HOMO: -0.3682 Ha
- Molecular weight: 283.67 g/mol

Here is what Mulliken gives for the atomic charges, in e: 0.4601, -0.7613, -0.7577, -1.4101, 0.5032, -1.3026, 0.0089, 0.3639, 0.3295, 0.3863, 0.3201, 0.3950, 0.2945, 0.2986, 0.1871, -1.4944, 0.9110, -1.3084, -0.1457, 0.3759, 0.3976, 0.3386, 0.1303, 0.3687, 0.3978, 0.1663, 0.2837, -1.4914, 1.0383, -1.4089, -0.2103, 0.4695, 0.4384, 0.1758, 0.0370, 0.4721, 0.2786, 0.2832, 0.1806

---

For the records above, the corresponding max |F| values read 0.002, 0.042, 0.043 Eh/bohr.